Entry 1:
Entry from OMol25: the molecule C4H7ClN2 in a non-equilibrium geometry (ωB97M-V/def2-TZVPD).

XYZ file:
```
14
Properties=species:S:1:pos:R:3:forces:R:3
C 1.9518 0.1406 -0.9287 -0.53 -2.09 0.22
C 0.4128 -1.1799 0.3029 0.33 0.23 -0.60
C 0.1224 1.1507 0.8962 2.74 -2.02 0.89
C -1.7284 0.0632 -0.2082 -0.46 0.16 -0.75
N 1.4707 -1.0123 -0.7138 1.07 2.93 -0.27
N -0.4500 -0.0731 0.5950 -2.57 1.70 -1.62
Cl -0.2737 2.6093 0.1239 -0.23 0.40 0.07
H 2.8129 0.3221 -1.6313 -0.80 -0.20 0.57
H -0.0518 -2.0928 0.0200 -1.34 -0.38 -0.16
H 0.8166 -1.3679 1.2428 1.70 -0.67 1.47
H 1.0654 1.1032 1.5547 -1.78 0.41 -1.18
H -2.3259 -0.9623 -0.2484 1.42 2.24 0.28
H -2.3631 0.9135 0.3339 1.24 -2.07 -1.48
H -1.4596 0.3857 -1.3392 -0.79 -0.63 2.56
```
Forces are in eV/Å.

Computed properties:
LUMO energy (spin up / spin down) in Ha: -0.00113 / 0.02538
Gap between HOMO and LUMO (spin up / spin down) in eV: 6.8935 / 8.5854

Entry 2:
Entry from OMol25: a structure of composition C19H29CrFN5O13PS2 (ωB97M-V/def2-TZVPD).

XYZ file:
```
71
Properties=species:S:1:pos:R:3:forces:R:3
Cr 0.0106 0.8466 -0.0413 0.32 0.27 -0.55
C 0.0861 5.1763 -4.7730 0.00 0.04 0.00
C -0.0697 3.6936 -5.0372 -0.01 0.00 0.03
O 1.1426 3.0340 -4.6799 -0.03 -0.13 0.01
P 1.0914 1.7596 -3.6724 -0.02 -0.07 0.01
S 2.8752 1.0138 -3.5201 0.14 0.06 0.01
S 0.0744 2.3439 -2.0461 0.01 0.22 0.12
O 0.0967 0.8247 -4.5472 -0.01 0.06 -0.10
C -0.5712 -0.2849 -3.9310 -0.06 -0.07 0.05
C 0.2574 -1.5502 -4.0085 0.01 -0.03 -0.03
H -0.7837 5.7277 -5.1422 0.00 -0.02 0.02
H 0.9802 5.5594 -5.2690 -0.02 -0.01 0.00
H 0.1848 5.3474 -3.7004 0.01 -0.01 -0.01
H -0.2607 3.4935 -6.0959 0.02 0.01 -0.01
H -0.9043 3.2943 -4.4585 -0.01 -0.01 -0.01
H -1.5118 -0.3943 -4.4760 0.00 -0.01 -0.02
H -0.8101 -0.0342 -2.8935 -0.01 -0.04 -0.15
H 0.5047 -1.7867 -5.0457 -0.01 0.00 -0.02
H -0.3027 -2.3844 -3.5762 0.03 0.04 -0.05
H 1.1848 -1.4347 -3.4470 -0.07 -0.02 -0.07
C -1.9195 4.3052 1.4790 -0.04 0.01 -0.02
C -1.4040 2.8928 1.7208 0.07 0.02 -0.02
C -1.1686 2.6359 3.2013 -0.04 0.03 0.02
O -0.1880 2.7136 0.9822 -0.04 0.05 -0.02
C -2.4260 1.8836 1.1208 -0.04 -0.09 -0.05
O -3.5150 1.7989 1.7138 0.11 -0.01 -0.04
O -2.0586 1.2636 0.0844 -0.08 0.04 0.06
H -1.2270 5.0403 1.8999 0.00 -0.01 -0.01
H -2.8983 4.4215 1.9455 0.01 0.01 0.00
H -2.0089 4.4838 0.4069 0.00 -0.01 0.01
H -0.5665 3.4413 3.6358 0.00 -0.02 -0.01
H -0.6441 1.6921 3.3482 -0.01 -0.03 -0.01
H -2.1302 2.5987 3.7138 0.02 0.01 0.00
H 0.5960 3.0107 1.4563 0.03 -0.08 0.04
F 4.4237 -2.1691 -3.0669 -0.01 0.02 0.01
C 4.1656 -2.5241 -1.8002 0.00 0.00 0.01
C 3.5636 -1.6859 -0.9432 -0.06 -0.02 0.01
N 3.3205 -2.0415 0.3635 -0.02 0.00 0.00
C 2.6091 -1.1480 1.2869 0.03 0.06 -0.16
C 2.8920 0.3430 1.0029 -0.05 0.29 -0.15
O 3.9885 0.7696 1.3639 -0.09 -0.07 -0.03
O 1.9747 1.0327 0.4343 0.13 -0.25 0.27
C 3.5828 -3.3049 0.8213 0.10 0.02 0.09
O 3.3201 -3.6999 1.9485 0.00 0.01 -0.13
N 4.2222 -4.1251 -0.0896 -0.07 0.03 0.01
C 4.5578 -3.8571 -1.4098 0.09 -0.04 -0.07
O 5.1247 -4.6939 -2.0944 -0.06 0.05 0.05
H 3.2318 -0.7033 -1.2596 0.00 0.06 -0.01
H 2.9811 -1.3725 2.2821 -0.01 0.01 0.01
H 1.5558 -1.3809 1.2326 -0.21 0.01 -0.03
H 4.4211 -5.0553 0.2391 0.01 -0.06 0.03
O 0.4643 -3.0758 -1.1141 -0.07 0.25 0.39
N -0.1652 -2.0224 -0.9509 -0.05 -0.01 -0.76
O -1.3888 -2.0008 -0.7845 0.33 0.03 0.25
O 0.4780 -0.9128 -1.0723 -0.19 -0.27 0.45
N -0.4552 -0.2226 1.5370 0.09 -0.19 0.51
C -1.1140 -0.8784 2.2203 -0.23 -0.08 0.09
N -1.9480 -1.5598 2.9851 0.09 -0.02 0.03
C -2.9486 -0.8152 3.7561 0.04 0.01 -0.04
C -4.0901 -1.7594 4.0622 -0.02 -0.02 -0.01
O -3.6337 -2.9336 4.7257 0.02 0.01 -0.01
C -2.7220 -3.6480 3.9043 -0.04 -0.01 0.01
C -1.4978 -2.8156 3.5810 -0.02 0.04 -0.05
H -3.2879 0.0351 3.1593 -0.01 -0.01 -0.02
H -2.5058 -0.4471 4.6905 0.01 -0.01 0.02
H -4.5936 -2.0352 3.1282 0.00 0.00 -0.01
H -4.8091 -1.2827 4.7265 -0.01 0.00 0.01
H -3.2169 -3.9423 2.9708 0.00 0.00 -0.01
H -2.4373 -4.5438 4.4547 0.00 -0.01 0.01
H -0.8570 -3.3322 2.8670 -0.01 0.00 0.00
H -0.9224 -2.6184 4.4939 -0.01 -0.01 0.02
```
Forces are in eV/Å.

Computed properties:
Net charge: -2
Spin multiplicity: 3
⟨S²⟩: 2.02
LUMO energy (spin up / spin down) in Ha: 0.15005 / 0.14997
Gap between HOMO and LUMO (spin up / spin down) in eV: 6.3753 / 5.1591